(1)
ORCA calculation (wB97M-V/def2-TZVPD) on a gas-phase ion, C8H13O4P2 (charge +1) at a distorted geometry.

Results
2S+1 = 1
HOMO = -12.532 eV
Net charge = +1
Frontier orbital gap = 9.01 eV
Maximum force = 0.028 hartree/bohr
Molar mass = 235.14 g/mol

Geometry (Å):
1 C -4.611 0.426 0.063
2 C -3.460 1.130 0.437
3 C -4.170 -0.697 -0.593
4 C -2.384 0.382 -0.023
5 C -0.982 0.618 0.064
6 C 1.744 -1.326 2.211
7 C 3.103 -0.616 -1.895
8 C -0.022 -0.373 -0.553
9 O -0.465 1.584 0.616
10 O -2.844 -0.735 -0.650
11 O 1.702 -0.008 1.626
12 O 2.706 -0.677 -0.525
13 P 2.024 2.354 -0.370
14 P 1.584 0.281 0.093
15 H -5.628 0.701 0.249
16 H -3.396 2.058 0.967
17 H -4.708 -1.509 -1.044
18 H 2.143 -1.184 3.213
19 H 2.398 -1.982 1.640
20 H 0.740 -1.746 2.274
21 H 4.111 -1.027 -1.941
22 H 3.110 0.414 -2.261
23 H 2.437 -1.221 -2.511
24 H -0.202 -1.407 -0.251
25 H -0.061 -0.325 -1.643
26 H 1.744 2.748 0.931
27 H 3.389 2.134 -0.122

natural (NBO) atomic charge list, values in e, 6 entries: number 1, C, carries -0.31; number 2, C, carries -0.15; number 3, C, carries 0.18; number 4, C, carries 0.09; number 5, C, carries 0.54; number 6, C, carries -0.26

=====

(2)
ORCA calculation (wB97M-V/def2-TZVPD) on 2 unconnected molecules or ions with the total composition C8H13P at a distorted geometry.

Results
2S+1 = 1
HOMO (alpha / beta) = -7.135 / -8.496 eV
Frontier orbital gap (alpha / beta) = 6.26 / 8.97 eV
Maximum force = 0.069 hartree/bohr
Molar mass = 140.17 g/mol

Geometry (Å):
1 C 2.014 2.837 -0.774
2 C 1.127 2.182 0.165
3 C 2.166 2.159 -1.974
4 C 0.505 1.066 -0.245
5 C -0.646 -1.006 2.174
6 C -0.048 -2.282 -0.109
7 C -2.192 -1.043 0.110
8 C -0.873 -1.344 0.693
9 P 1.257 0.609 -1.839
10 H 2.528 3.816 -0.543
11 H 1.015 2.638 1.231
12 H 2.580 2.625 -2.906
13 H 0.420 -0.950 2.531
14 H -1.044 -0.009 2.271
15 H -1.330 -1.552 2.842
16 H 0.926 -2.423 0.291
17 H -0.084 -1.900 -1.087
18 H -0.733 -3.277 -0.197
19 H -2.119 -1.200 -0.925
20 H -2.492 0.022 0.484
21 H -3.021 -1.644 0.468
22 H 0.044 0.678 -2.661

natural (NBO) atomic charge list, values in e, 6 entries: number 1, C, carries -0.21; number 2, C, carries -0.40; number 3, C, carries -0.55; number 4, C, carries -0.24; number 5, C, carries -0.69; number 6, C, carries -0.68

=====

(3)
ORCA calculation (wB97M-V/def2-TZVPD) on C8H13PSi in the gas phase at a distorted geometry.

Results
2S+1 = 1
HOMO (alpha / beta) = -8.096 / -8.096 eV
SMILES = [H]/P=C\C=C/C#C[Si](C)(C)C
Frontier orbital gap (alpha / beta) = 7.40 / 7.40 eV
Maximum force = 0.081 hartree/bohr
Molar mass = 168.25 g/mol

Geometry (Å):
1 C -2.636 -1.673 0.951
2 C -1.388 -1.150 0.680
3 C -3.640 -1.087 0.259
4 C -3.721 0.083 -0.538
5 C -0.548 -0.354 0.423
6 C 1.735 -0.676 -1.392
7 C 2.154 0.027 1.707
8 C 0.911 2.140 -0.404
9 Si 1.181 0.362 0.165
10 P -5.222 0.867 -0.694
11 H -2.644 -2.599 1.508
12 H -5.985 -0.081 0.014
13 H -4.661 -1.456 0.544
14 H -2.763 0.568 -0.733
15 H 1.249 -1.641 -1.432
16 H 1.590 -0.139 -2.391
17 H 2.886 -0.847 -1.257
18 H 2.823 0.954 1.771
19 H 1.459 -0.186 2.488
20 H 2.849 -0.903 1.444
21 H 0.620 2.185 -1.584
22 H 0.041 2.658 0.036
23 H 1.850 2.696 -0.313

natural (NBO) atomic charge list, values in e, 6 entries: number 1, C, carries -0.27; number 2, C, carries -0.03; number 3, C, carries -0.19; number 4, C, carries -0.58; number 5, C, carries -0.43; number 6, C, carries -1.08

=====

(4)
ORCA calculation (wB97M-V/def2-TZVPD) on a gas-phase ion, C8H14 (charge -1) at a distorted geometry.

Results
2S+1 = 2
HOMO (alpha / beta) = 0.573 / -2.812 eV
Net charge = -1
Frontier orbital gap (alpha / beta) = 3.50 / 6.81 eV
Maximum force = 0.103 hartree/bohr
Molar mass = 110.20 g/mol

Geometry (Å):
1 C -2.202 -1.816 0.028
2 C -1.831 -0.820 1.101
3 C -0.550 0.012 0.920
4 C 0.584 -0.602 0.222
5 C 0.895 -1.877 -0.088
6 C 1.926 2.711 -1.135
7 C 1.334 1.763 -0.226
8 C 1.516 0.419 -0.260
9 H -3.201 -2.258 0.325
10 H -1.459 -2.551 -0.486
11 H -2.583 -1.187 -0.819
12 H -1.766 -1.255 2.131
13 H -2.841 -0.174 0.947
14 H -0.238 0.272 1.983
15 H -0.899 0.965 0.276
16 H 1.818 -2.153 -0.401
17 H 0.284 -2.862 -0.116
18 H 2.569 3.600 -0.797
19 H 1.006 3.286 -1.439
20 H 2.712 2.354 -1.781
21 H 0.508 2.246 0.288
22 H 2.419 -0.076 -0.674

natural (NBO) atomic charge list, values in e, 6 entries: number 1, C, carries -0.63; number 2, C, carries -0.38; number 3, C, carries -0.43; number 4, C, carries -0.14; number 5, C, carries -0.64; number 6, C, carries -0.63

=====

(5)
ORCA calculation (wB97M-V/def2-TZVPD) on a molecular structure, C8H14 at a distorted geometry.

Results
2S+1 = 1
HOMO = -8.408 eV
Frontier orbital gap = 9.36 eV
Maximum force = 0.126 hartree/bohr
Molar mass = 110.20 g/mol

Geometry (Å):
1 C -2.317 0.073 -1.008
2 C -1.569 -0.803 -0.028
3 C -0.522 0.089 0.757
4 C -0.216 -0.320 1.996
5 C 0.634 0.727 -0.111
6 C 0.713 2.105 -0.123
7 C 1.672 -0.106 -0.367
8 C 1.777 -1.584 -0.727
9 H -2.520 1.372 -0.814
10 H -1.714 -0.014 -2.275
11 H -3.401 -0.401 -1.173
12 H -2.259 -1.109 0.569
13 H -1.126 -1.848 -0.328
14 H 0.680 -0.224 2.887
15 H -0.888 -1.002 2.403
16 H 1.417 2.530 -0.849
17 H 0.855 2.666 0.772
18 H -0.049 2.510 -0.773
19 H 2.660 0.345 -0.476
20 H 1.354 -1.974 0.238
21 H 2.794 -1.941 -0.879
22 H 1.159 -2.007 -1.634

natural (NBO) atomic charge list, values in e, 6 entries: number 1, C, carries -0.61; number 2, C, carries -0.46; number 3, C, carries -0.01; number 4, C, carries -0.38; number 5, C, carries -0.05; number 6, C, carries -0.66

=====

(6)
ORCA calculation (wB97M-V/def2-TZVPD) on a molecular structure, C8H14AlF4O6S at a distorted geometry.

Results
2S+1 = 1
HOMO = -6.154 eV
Net charge = -1
Frontier orbital gap = 9.10 eV
Maximum force = 0.046 hartree/bohr
Molar mass = 341.24 g/mol

Geometry (Å):
1 C 0.437 -2.133 -5.243
2 C 1.265 -1.456 -4.160
3 C 1.533 -2.375 -2.962
4 C 2.438 -1.640 -1.946
5 O 2.081 -1.763 -0.591
6 Al 0.439 -1.196 -0.116
7 S 0.451 0.958 0.815
8 O -0.688 1.738 0.362
9 O 0.443 0.919 2.265
10 C 1.938 1.983 0.329
11 F 1.996 3.107 0.957
12 F 3.017 1.299 0.577
13 F 1.890 2.240 -0.956
14 H -0.523 -2.424 -4.828
15 H 0.928 -3.009 -5.654
16 H 0.263 -1.429 -6.053
17 H 0.731 -0.593 -3.771
18 H 2.241 -1.186 -4.557
19 H 0.613 -2.758 -2.538
20 H 2.077 -3.230 -3.367
21 H 2.569 -0.598 -2.267
22 H 3.432 -2.091 -2.046
23 H -0.623 -1.177 -1.310
24 H -0.106 -2.157 1.042
25 C -2.192 2.574 4.411
26 C -2.383 1.087 4.542
27 O -3.645 0.997 5.196
28 C -4.355 2.103 4.834
29 O -5.527 2.230 4.982
30 O -3.544 3.038 4.280
31 F -1.437 0.531 5.334
32 H -1.745 3.010 5.306
33 H -1.595 2.845 3.544
34 H -2.421 0.557 3.591

natural (NBO) atomic charge list, values in e, 6 entries: number 1, C, carries -0.60; number 2, C, carries -0.39; number 3, C, carries -0.42; number 4, C, carries -0.05; number 5, O, carries -0.94; number 6, Al, carries 1.15